No. 1
93
Properties=species:S:1:pos:R:3 method="wB97M-V/def2-TZVPD" e_homo_ev="-13.1 / -13.1" charge=+2 e_lumo_ev="-7.9 / -7.9" gap_ev="5.1 / 5.1"
Pt 0.47038 0.37987 -0.48699
C 1.20858 1.23107 6.16271
C 0.68018 1.88047 4.89501
N 1.67458 1.93327 3.84731
C 1.42948 1.67597 2.55871
S -0.14542 1.07087 2.09991
N 2.35268 1.89377 1.65811
N 2.20458 1.65337 0.39931
C 3.14048 2.10587 -0.50129
C 4.26158 2.94427 -0.00189
C 2.88428 1.80847 -1.84019
C 3.71588 2.18347 -2.93879
C 3.34158 1.88227 -4.21819
C 2.12668 1.20777 -4.44479
C 1.37008 0.83927 -3.34959
N 1.72008 1.11927 -2.10599
H 0.45928 1.31227 6.94451
H 2.11388 1.72597 6.50231
H 1.42298 0.17837 6.00781
H 0.34698 2.89897 5.12291
H -0.17332 1.32077 4.50341
H 2.58438 2.30197 4.08581
H 3.91928 3.97827 0.09911
H 5.10968 2.92547 -0.67679
H 4.57038 2.60237 0.98391
H 4.63878 2.70717 -2.74889
H 3.96598 2.16147 -5.05369
H 1.79538 0.97477 -5.44149
H 0.43878 0.29987 -3.48589
C -1.34652 4.23967 0.93371
C -0.17912 4.02887 -0.02569
C 0.52548 5.34487 -0.33999
C -0.58752 3.31977 -1.33309
C -1.78722 3.95007 -2.06399
O -2.78862 2.94067 -2.01219
C -2.26082 1.84667 -1.47239
N -1.03342 1.94547 -1.09679
C -3.16682 0.69477 -1.39309
C -4.44872 0.90307 -1.91839
C -5.40582 -0.09213 -1.92069
C -5.10162 -1.33903 -1.39819
C -3.84872 -1.56123 -0.85849
C -2.87152 -0.56223 -0.84569
P -1.32672 -1.08543 -0.04149
C -1.75872 -1.44983 1.68661
C -0.73332 -1.90763 2.52111
C -1.00222 -2.21873 3.84111
C -2.28352 -2.05933 4.34761
C -3.29902 -1.59933 3.52631
C -3.04252 -1.29093 2.19951
C -1.06372 -2.70913 -0.81379
C -0.97392 -2.76013 -2.20599
C -0.83882 -3.97623 -2.84599
C -0.77622 -5.14753 -2.10329
C -0.85662 -5.10013 -0.72129
C -0.99852 -3.88503 -0.07279
H -0.96552 4.54667 1.90411
H -1.90592 3.31667 1.07581
H -2.01972 5.01827 0.58431
H 0.54078 3.36647 0.46581
H -0.14042 6.02587 -0.86229
H 1.39808 5.17467 -0.96439
H 0.83838 5.83257 0.57881
H 0.28928 3.29617 -1.98719
H -1.58032 4.17587 -3.11339
H -2.17942 4.84407 -1.58059
H -4.68672 1.87387 -2.32179
H -6.38152 0.10687 -2.33359
H -5.83052 -2.13413 -1.40769
H -3.61832 -2.52953 -0.43409
H 0.27128 -2.00163 2.13091
H -0.21012 -2.58433 4.47621
H -2.48432 -2.28563 5.38161
H -4.29582 -1.46733 3.91871
H -3.84272 -0.92083 1.57631
H -1.02602 -1.83983 -2.77469
H -0.78732 -4.01713 -3.92299
H -0.66972 -6.09593 -2.60569
H -0.81822 -6.01043 -0.14269
H -1.08032 -3.85493 1.00351
O 1.94128 -1.85233 -1.65139
B 1.66098 -1.28143 -0.42789
O 1.85328 -2.18833 0.58851
C 2.20058 -3.36903 -0.01389
C 2.41438 -4.61603 0.54011
C 2.66668 -5.65253 -0.34669
C 2.70528 -5.44643 -1.72439
C 2.49328 -4.19453 -2.28059
C 2.24518 -3.16043 -1.40019
H 2.38018 -4.77883 1.60511
H 2.83308 -6.64613 0.04031
H 2.90648 -6.28163 -2.37719
H 2.51108 -4.03523 -3.34569

---

No. 2
108
Properties=species:S:1:pos:R:3 method="wB97M-V/def2-TZVPD" e_homo_ev=-8.3 charge=0 smiles="CCCN[C@]1(Cl)OC(=O)O[C@@]1(CCSc1nnco1)P(N)O.O=[N+]([O-])c1ccccc1.O=[N+]([O-])c1ccccc1.O=[N+]([O-])c1ccccc1.O=[N+]([O-])c1ccccc1.O=[N+]([O-])c1ccccc1" e_lumo_ev=-0.8 gap_ev=7.6
C 3.90463 -1.08478 2.72385
C 3.56686 -1.42198 4.16942
C 2.04404 -1.51137 4.37356
N 1.48881 -0.57879 5.35848
C 1.27356 0.74079 4.92944
Cl 2.78175 1.68923 4.67131
O 0.59697 1.44158 6.00960
C 0.30790 2.65811 5.45716
O 0.25822 3.67934 6.01864
O 0.06788 2.48369 4.13357
C 0.21037 1.04861 3.86028
C -1.18792 0.43981 4.16835
C -2.32795 1.43343 4.12020
S -3.89932 0.51922 4.08627
C -4.82957 1.54140 5.13001
N -4.51660 2.75037 5.52272
N -5.53659 3.15336 6.36276
C -6.38549 2.17459 6.40059
O -6.00698 1.11881 5.63940
P 0.74467 1.03916 2.04368
N -0.47468 1.89417 1.20720
O 0.41546 -0.46717 1.50761
H 4.97341 -1.09532 2.53108
H 3.50906 -0.10748 2.45110
H 3.45932 -1.81512 2.04761
H 4.02328 -2.37867 4.40889
H 3.99337 -0.69159 4.84402
H 1.54663 -1.45630 3.40650
H 1.84315 -2.50112 4.76359
H 0.61411 -0.91157 5.74102
H -1.36049 -0.30696 3.38775
H -1.18621 -0.11319 5.10293
H -2.28775 2.04712 3.23221
H -2.34691 2.10230 4.96904
H -7.29028 2.16607 6.97369
H -0.50558 2.84463 1.55998
H -1.38937 1.47301 1.36135
H 1.27370 -0.86983 1.31693
O 2.88892 3.68290 0.59726
N 3.28909 4.57220 -0.12213
O 4.44572 4.70921 -0.47781
C 2.30686 5.55385 -0.61001
C 0.99162 5.43844 -0.20543
C 0.07142 6.37343 -0.64970
C 0.47583 7.40222 -1.48967
C 1.80167 7.49590 -1.89196
C 2.72891 6.56628 -1.45053
H 0.68907 4.63364 0.44577
H -0.96116 6.30040 -0.33821
H -0.24415 8.13394 -1.83101
H 2.11479 8.29612 -2.54784
H 3.76216 6.63312 -1.75544
O 2.55646 0.66757 -0.22861
N 3.03525 -0.22109 -0.90033
O 2.77244 -1.40365 -0.75075
C 3.99666 0.15194 -1.94215
C 4.33677 1.48516 -2.08277
C 5.25664 1.83548 -3.05593
C 5.81487 0.85774 -3.87152
C 5.45409 -0.47407 -3.71613
C 4.53928 -0.83457 -2.74211
H 3.89957 2.23596 -1.44197
H 5.53925 2.87209 -3.17544
H 6.53467 1.13530 -4.62996
H 5.88516 -1.23302 -4.35239
H 4.25937 -1.86918 -2.61752
O 3.64559 -2.67046 -5.21824
N 2.53161 -2.57087 -5.69398
O 2.24857 -1.87440 -6.64600
C 1.45157 -3.34462 -5.06151
C 1.74200 -4.11494 -3.95130
C 0.71837 -4.82560 -3.34656
C -0.57088 -4.76021 -3.85743
C -0.84082 -3.98643 -4.97837
C 0.17567 -3.26993 -5.58805
H 2.74658 -4.16089 -3.55950
H 0.92746 -5.42814 -2.47377
H -1.36964 -5.31140 -3.37960
H -1.84556 -3.93628 -5.37183
H -0.02576 -2.66237 -6.45769
O 0.61051 -4.44566 4.15120
N -0.31451 -4.40513 4.93773
O -0.23852 -4.69856 6.11259
C -1.60977 -3.92550 4.42812
C -1.71517 -3.58254 3.09252
C -2.93571 -3.13470 2.61405
C -4.02440 -3.03430 3.47036
C -3.89510 -3.37669 4.81030
C -2.67939 -3.82680 5.29833
H -0.86266 -3.65819 2.43440
H -3.03613 -2.86403 1.57216
H -4.97681 -2.68729 3.09239
H -4.74264 -3.29367 5.47604
H -2.56967 -4.09425 6.33853
O -4.76729 -0.75855 -4.15315
N -4.30328 -1.50546 -4.98715
O -3.89690 -2.62856 -4.75943
C -4.21757 -1.01643 -6.37322
C -4.63519 0.27022 -6.65458
C -4.53396 0.73436 -7.95584
C -4.02380 -0.08799 -8.95130
C -3.61714 -1.38090 -8.64958
C -3.71255 -1.85295 -7.35105
H -5.03030 0.90320 -5.87466
H -4.85122 1.74021 -8.19232
H -3.94195 0.27985 -9.96521
H -3.22287 -2.02141 -9.42597
H -3.39754 -2.85658 -7.10892

---

no.,molar mass (g mol⁻¹)
1,908.73
2,986.31